C2H3BrSi | wB97M-V/def2-TZVPD

Structure (XYZ):
```
7
Properties=species:S:1:pos:R:3:lowdin_charge:R:1
H -2.11 2.27 0.10 0.0125
Si 0.62 -0.89 0.16 0.2692
H 0.39 -2.44 0.03 -0.0443
Br 1.81 -0.43 -1.78 0.1373
C -0.71 0.52 0.15 -0.3113
H 1.62 -0.38 1.14 -0.0762
C -1.61 1.35 0.19 0.0128
```

Summary:
LUMO energy = 0.225 eV
molar mass = 135.04 g mol⁻¹
energy relative to the best compared isomer or geometry (same formula, charge and spin) = 0.0000 eV
calculated total energy = -2941.46233 hartree
SMILES = C#C[SiH2]Br
HOMO-LUMO gap = 10.582 eV